Molecular formula: C5H11NO
Method: DFT, ωB97M-V/def2-TZVPD

The geometry in ORCA input format:
```
! RIJCOSX wB97M-V def2-TZVPD def2/J DEFGRID3
* xyz 0 1
C 0.8050 1.5480 1.5023
C -0.0656 0.5297 0.6658
C -0.0120 -0.8610 1.3002
N -0.3830 -1.6016 0.1032
C 0.0011 -0.5625 -0.8306
C -0.8049 -0.7627 -2.1543
O 1.3386 -0.5810 -1.2219
H 0.8361 2.5864 1.1547
H 0.3569 1.6068 2.5184
H 1.8420 1.2341 1.6995
H -1.0779 0.9386 0.6743
H 1.0179 -1.1261 1.5783
H -0.6528 -1.0506 2.1659
H -1.3905 -1.7192 0.0618
H -1.0369 0.1637 -2.6765
H -1.7359 -1.3328 -2.0184
H -0.1900 -1.3680 -2.8441
H 1.7718 -0.0342 -0.5633
*
```

Summary:
Electronic energy   -327.0180 Eh
Max |F|   0.64 eV/A
Structure (SMILES)   C[C@@H]1CN[C@]1(C)O
Highest occupied orbital energy   -8.76 eV
Energy relative to the best compared isomer or geometry (same formula, charge and spin)   71.1 kcal/mol
Gap between HOMO and LUMO   0.3564 Eh